Entry 1:
The following is a quantum chemistry calculation of C46H38BrCl5F3N6O4PSc as an isolated structure, from OMol25.

Values from the calculation:
energy relative to the best compared isomer or geometry (same formula, charge and spin)	307.5	kJ/mol
LUMO level	-3.00	eV
F_max	0.8	eV/Å
orbital gap	7.0	eV
net charge	+1

```
105
Properties=species:S:1:pos:R:3:forces:R:3
Br -5.520740 -4.147509 -0.318031 -0.035 -0.014 0.016
Sc -0.496538 0.591921 0.709035 0.293 -0.716 0.069
Cl 0.704212 1.898545 2.560624 0.270 0.349 0.068
Cl 4.683136 5.395768 3.343251 0.014 -0.003 -0.002
Cl 1.769173 4.440520 3.894849 -0.021 -0.020 0.009
Cl 5.383607 1.308575 -0.081265 0.022 0.037 0.019
Cl 6.490626 3.777072 1.398275 -0.002 -0.007 0.008
P 2.147657 0.465231 0.151339 -0.161 0.117 0.009
F -3.012854 2.546846 -2.637815 -0.037 0.010 0.007
F -4.156345 2.850010 -0.816176 -0.023 0.020 -0.021
F -2.558890 4.219490 -1.336793 -0.011 0.047 -0.023
O -1.420820 -1.328488 1.410521 0.116 -0.164 0.137
O -1.018822 2.549205 0.063057 -0.172 0.259 -0.080
O -2.183510 0.813195 -0.570635 -0.099 0.040 -0.236
O -0.256916 -1.303832 -0.844238 -0.102 0.162 0.037
N -2.270748 1.314315 2.560662 -0.001 0.047 -0.040
N -4.649570 1.042236 3.127925 -0.006 -0.008 0.005
N -0.023687 -3.028351 -3.436461 0.026 -0.043 -0.018
N -3.031107 1.302894 4.904770 -0.001 0.008 0.009
N -3.580800 3.179823 3.488287 0.007 -0.008 0.006
N -1.976916 -2.397543 -4.336821 0.071 -0.047 -0.026
C -4.274243 0.651860 4.487088 0.010 0.030 -0.022
C 3.025882 -0.726681 -1.008929 -0.007 0.021 -0.034
C 2.029305 -3.141085 2.410865 -0.078 -0.029 -0.012
C 1.261710 -3.361667 -5.609447 0.015 0.019 0.034
C 0.385224 2.459744 -3.079495 0.029 0.052 0.007
C 2.976734 -1.540738 3.912244 -0.016 -0.068 0.009
C 4.872484 3.287905 1.662628 -0.032 -0.031 -0.013
C -1.193087 -2.444789 -6.729064 0.001 0.000 -0.007
C -1.413700 -2.051733 -0.823898 0.023 0.039 0.021
C -0.112597 -2.759970 -7.525440 0.016 -0.006 0.009
C 4.711264 -2.437349 -1.381101 0.010 0.013 0.011
C -3.851942 -3.302493 -0.515619 0.039 0.007 0.004
C 2.761000 3.600483 2.776216 0.069 0.013 -0.037
C -3.218642 -3.311869 -1.744557 0.011 0.000 -0.010
C 1.209959 3.515259 -3.434848 0.013 -0.004 0.009
C -1.972698 2.057832 -0.581926 0.020 -0.022 0.016
C 4.384696 -2.502783 -2.728650 0.012 -0.017 -0.015
C 1.093879 -3.222099 -6.972362 0.008 0.010 -0.038
C -2.058140 -2.057437 0.400054 -0.003 0.095 0.053
C 3.392802 -1.671498 -3.219420 -0.021 -0.015 -0.012
C 2.879572 -0.568029 2.923672 -0.007 0.055 0.010
C 2.374246 3.734706 -2.709957 -0.042 0.026 -0.019
C 2.730728 -0.789221 -2.373592 0.000 -0.033 0.098
C -2.940585 2.954754 -1.374407 0.042 -0.025 0.023
C 0.173721 -3.017702 -4.812766 0.029 -0.013 0.051
C -1.348891 -2.695058 -3.241934 -0.065 0.072 -0.023
C 2.721115 2.903147 -1.652843 0.081 0.021 0.069
C -3.220228 2.755470 4.839891 -0.002 -0.016 -0.019
C -2.529172 2.800380 2.569341 -0.048 -0.034 0.025
C -1.981450 -2.690076 -1.912762 -0.013 -0.027 -0.005
C -1.138733 -2.100204 2.611720 -0.050 0.073 -0.088
C -3.276579 -2.671955 0.581009 0.009 -0.050 -0.025
C -4.815254 2.498416 3.092487 0.027 -0.007 0.014
C 1.903591 -2.149398 1.446662 0.000 -0.024 0.033
C 0.751233 1.652640 -2.010988 -0.024 -0.031 0.038
C 4.351976 2.177813 0.989485 0.028 0.020 -0.025
C -3.586266 0.666340 2.221201 0.031 0.026 0.023
C -1.043228 -2.591918 -5.350283 -0.091 0.042 -0.010
C 3.028770 1.775741 1.152671 0.072 0.041 0.053
C 2.558421 -2.839570 3.657050 0.018 0.038 0.033
C 1.920708 1.824183 -1.271099 -0.034 -0.092 -0.197
C 4.069066 4.015895 2.540916 0.025 0.004 -0.009
C -1.975878 0.935181 3.985433 -0.022 0.029 -0.032
C 2.298164 2.491538 2.083413 -0.187 -0.133 0.111
C 4.039218 -1.567584 -0.538260 0.048 0.046 0.023
C 2.344353 -0.838062 1.659524 0.049 -0.063 0.041
H -2.050511 -2.189302 3.200176 0.004 -0.030 0.023
H -1.602502 3.310132 2.830410 0.003 0.025 0.012
H 2.186698 -3.735479 -5.190344 -0.010 0.017 0.003
H -1.058154 1.430108 4.300808 0.017 -0.002 -0.003
H 0.186407 -1.312665 -1.709020 0.004 -0.051 -0.031
H -5.616997 2.782953 3.773505 -0.002 0.000 0.004
H 3.646787 3.120210 -1.134762 -0.032 -0.014 -0.030
H 3.409118 -1.289806 4.873703 -0.011 0.001 -0.028
H 0.078795 0.829750 -1.765361 0.030 -0.056 -0.119
H 5.504577 -3.056656 -0.981262 -0.020 0.012 -0.007
H -3.857917 0.941182 1.203485 -0.012 0.016 -0.011
H 0.951820 4.160403 -4.264839 -0.003 -0.014 0.021
H 2.661614 -3.608665 4.412256 0.000 0.019 -0.018
H 0.555626 -3.523027 -2.777515 0.013 -0.008 0.012
H 3.022847 4.561281 -2.974635 -0.005 -0.027 0.014
H -3.449614 -0.412243 2.265865 -0.006 -0.021 0.001
H 3.137009 -1.680027 -4.271042 -0.002 0.001 0.001
H -5.072503 0.931122 5.174481 0.000 0.003 0.002
H -0.192462 -2.664427 -8.600151 -0.005 -0.002 0.015
H 2.004579 -0.129119 -2.818415 -0.068 0.091 -0.020
H -2.132347 -2.107295 -7.146798 0.019 -0.006 0.013
H 4.914349 -3.178132 -3.389621 -0.012 0.020 0.021
H 1.516999 -2.428149 0.473593 -0.039 0.005 -0.047
H -1.832041 -0.142391 4.028692 0.001 0.004 0.023
H 1.723434 -4.157669 2.186453 0.000 0.032 -0.005
H -0.767336 -3.076553 2.320509 0.010 -0.060 -0.007
H -4.010590 3.045531 5.531885 -0.006 -0.009 0.000
H 1.910561 -3.479599 -7.634544 -0.017 0.002 0.017
H -0.364561 -1.572632 3.163450 0.012 0.005 0.006
H -3.674301 -3.791455 -2.599813 -0.003 0.003 0.017
H -3.777473 -2.659887 1.539594 0.001 -0.010 -0.019
H -0.527928 2.264392 -3.630013 0.019 -0.001 0.017
H -4.144051 -0.432120 4.529489 0.002 -0.002 -0.006
H -2.294866 3.251414 5.139022 0.002 -0.002 -0.001
H 3.271588 0.416454 3.154932 -0.004 -0.051 0.009
H -2.826271 3.109514 1.570894 0.015 -0.001 -0.007
H 4.338632 -1.531152 0.499153 -0.033 -0.001 0.005
H -5.087674 2.805759 2.081491 0.001 -0.006 -0.001
```
Forces are in eV/Å.

Entry 2:
The following is a quantum chemistry calculation of one molecule with the formula C23H29ClN6O at a distorted geometry, from OMol25.

Values from the calculation:
energy relative to the best compared isomer or geometry (same formula, charge and spin)	85.3	kJ/mol
LUMO level	0.55	eV
F_max	1.0	eV/Å
orbital gap	8.3	eV
SMILES string	CCCn1ncc(CN2CCC(n3nccc3NC(=O)c3ccccc3Cl)CC2)c1C

```
60
Properties=species:S:1:pos:R:3:forces:R:3
Cl 6.717012 -0.043862 -0.015187 0.230 0.053 0.002
O 2.903385 -0.388116 -1.722624 0.092 -0.064 -0.020
N -3.238634 -1.338338 -0.342495 0.181 0.586 0.153
N -1.162009 2.282389 1.455968 -0.127 0.089 0.168
N -2.532618 -1.962911 0.599141 0.232 -0.776 0.153
N 3.798594 0.837750 -0.029968 0.008 0.196 0.293
N 1.682317 3.598381 -0.746721 -0.419 0.602 -0.330
N 1.908834 2.306660 -0.533999 0.690 -0.148 0.113
C -4.953006 -3.003714 -0.889968 -0.001 0.265 -0.039
C -2.151297 -1.030250 1.447806 -0.368 0.144 -0.280
C -1.057834 2.889337 0.148022 -0.024 0.122 -0.152
C -3.821375 -2.110289 -1.407302 -0.213 -0.663 -0.141
C 5.744701 -1.478750 0.117352 -0.176 -0.173 -0.009
C 2.843832 4.214314 -0.646049 0.063 -0.243 0.117
C 0.681432 0.694328 0.858711 -0.011 0.186 0.071
C 3.865876 3.306917 -0.362423 -0.046 -0.335 0.019
C 4.400226 -1.479701 -0.244530 0.156 -0.194 -0.077
C 4.306041 -3.837753 0.276617 -0.037 -0.002 0.002
C 3.645008 -0.294975 -0.766672 0.029 -0.017 -0.045
C -6.144362 -2.196057 -0.391134 0.149 -0.177 -0.045
C 0.832791 1.334189 -0.527424 -0.634 -0.758 -0.179
C -4.072222 0.922845 -0.999079 0.020 -0.077 -0.003
C -3.322175 -0.005292 -0.111975 0.131 0.109 0.332
C -2.609384 0.238528 1.052693 -0.246 -0.028 -0.132
C 6.364094 -2.638420 0.556049 0.037 0.014 0.041
C -0.492007 1.971493 -0.945372 0.098 0.265 0.141
C -2.371443 1.540275 1.760441 0.049 0.074 -0.055
C 5.641347 -3.814768 0.643978 0.013 0.061 -0.020
C 3.225452 2.082062 -0.310236 0.227 0.471 -0.168
C 3.698531 -2.681167 -0.172136 0.041 0.091 0.011
C 0.093184 1.697024 1.862117 0.136 -0.176 -0.014
H 1.101031 0.556688 -1.254796 -0.083 0.307 0.227
H 6.127989 -4.713499 0.990534 0.049 -0.074 0.030
H 4.910307 3.499053 -0.227131 0.240 -0.018 -0.006
H -4.056816 1.923359 -0.576107 -0.018 0.064 -0.012
H 0.018973 -0.166087 0.762491 0.106 0.014 -0.062
H -3.034642 -2.739229 -1.835313 -0.058 0.177 -0.027
H -4.556599 -3.613508 -0.076878 0.036 -0.069 -0.082
H -0.042685 1.212137 2.831746 0.058 0.052 0.051
H -0.391061 3.752078 0.241626 -0.221 -0.061 -0.093
H -0.345356 2.553571 -1.854560 -0.039 -0.043 -0.079
H 2.663439 -2.682451 -0.478425 -0.085 0.004 -0.047
H -5.110237 0.608378 -1.102358 -0.068 0.051 -0.050
H -3.210106 2.216248 1.562128 0.005 -0.045 0.114
H -2.351775 1.343933 2.838320 -0.112 0.050 -0.060
H 3.741923 -4.755643 0.333307 -0.058 -0.076 0.008
H -5.267448 -3.668168 -1.696421 0.049 -0.063 -0.011
H -3.625548 0.966134 -1.993324 -0.012 0.063 -0.069
H 2.906742 5.275458 -0.781916 -0.027 0.219 -0.026
H -6.917248 -2.858818 -0.010264 -0.113 0.007 0.055
H -4.190309 -1.429127 -2.175829 0.078 0.001 0.038
H 1.645412 0.336840 1.224769 0.008 -0.046 -0.007
H 0.804206 2.523017 1.990899 0.066 -0.079 0.091
H 4.570852 0.869546 0.622500 -0.230 -0.081 -0.079
H -6.572115 -1.601942 -1.196857 -0.087 0.095 -0.054
H -1.192363 1.162207 -1.152381 0.054 -0.055 -0.036
H -2.043498 3.251206 -0.150203 -0.035 0.063 -0.002
H -5.842705 -1.529290 0.413767 -0.019 0.103 0.095
H 7.409165 -2.614588 0.823128 0.081 0.031 0.002
H -1.573822 -1.289627 2.313943 0.153 -0.089 0.186
```
Forces are in eV/Å.

Entry 3:
The following is a quantum chemistry calculation of C35H33N5O7V as an isolated structure at a distorted geometry, from OMol25.

Values from the calculation:
2S+1	3
energy relative to the best compared isomer or geometry (same formula, charge and spin)	66.2	kJ/mol
⟨S²⟩	2.015
LUMO level (spin up / spin down)	2.30 / 2.30	eV
F_max	1.1	eV/Å
orbital gap (spin up / spin down)	6.1 / 6.1	eV
net charge	-1

```
81
Properties=species:S:1:pos:R:3:forces:R:3
V -1.509002 -1.481439 0.055624 -0.271 0.555 -0.729
O 2.339466 3.034656 -2.756257 -0.050 0.024 0.023
O -2.448401 0.412742 -0.969269 -0.001 -0.277 -0.030
O -3.536226 -5.006093 0.655792 0.006 0.113 0.028
O -4.284876 1.719567 -0.961842 0.000 -0.110 0.025
O -0.794012 2.858435 3.040064 -0.030 0.027 -0.007
O -2.018611 -3.347114 0.526152 -0.219 -0.781 0.110
O 2.599404 -0.465497 -0.970864 -0.092 0.135 -0.068
N 0.925584 1.943182 -0.877272 -0.099 -0.081 -0.270
N -0.078489 -0.167430 -0.723844 0.262 0.763 0.234
N -3.658205 -1.611839 -0.077240 -0.936 -0.161 -0.040
N 0.236522 -2.302284 0.660926 0.870 -0.505 0.362
N -0.236643 1.387500 1.020927 -0.089 0.112 0.036
C -1.530731 1.695793 2.966395 0.084 -0.053 -0.057
C 2.126239 2.520953 -0.490763 0.168 0.005 0.220
C -2.495814 1.333463 3.882883 -0.046 0.020 0.069
C -1.106079 3.750261 4.082810 0.008 0.055 0.046
C -5.594937 -2.899048 0.454415 -0.029 -0.088 0.012
C 1.888224 -0.645951 -2.102645 -0.059 -0.087 0.219
C 3.843759 3.139759 1.087410 0.055 0.064 0.001
C 0.194031 0.972014 -0.183757 0.121 -0.069 -0.191
C -3.200365 -3.840727 0.513173 -0.194 -0.174 0.059
C -5.806372 -0.589805 -0.109637 -0.140 -0.015 0.036
C 3.074921 3.554523 -3.837821 0.036 0.028 -0.091
C 4.565534 3.762992 0.088975 0.028 -0.046 0.045
C 0.794384 -1.452999 3.013758 -0.056 0.003 -0.253
C 0.876183 -3.102346 -0.255530 0.113 -0.164 -0.055
C -0.313760 -0.657655 -3.086334 -0.021 0.142 0.093
C 2.147135 -3.410096 0.181530 -0.024 -0.042 -0.057
C 1.106426 -2.133879 1.713772 0.244 -0.108 -0.071
C 4.083106 3.756627 -1.218803 0.066 0.069 -0.005
C -6.399875 -1.783460 0.274832 0.179 0.027 -0.039
C 2.431619 -0.986556 -3.331598 0.085 0.004 -0.050
C -2.817819 -0.710592 2.654866 0.067 -0.025 0.105
C 0.494402 -0.472968 -1.975184 0.155 -0.029 -0.293
C 0.217751 -3.634484 -1.502219 0.154 0.218 0.148
C 2.631602 2.519412 0.803189 -0.012 -0.070 -0.053
C -4.436484 -0.552316 -0.293152 0.170 0.086 -0.093
C 3.981581 -0.730034 -0.995279 0.127 0.013 0.026
C 2.293583 -2.789935 1.441583 -0.048 0.033 0.040
C -4.231168 -2.760038 0.284078 0.172 0.051 -0.034
C 2.883586 3.137904 -1.506929 -0.042 -0.036 0.049
C 1.603061 -1.155303 -4.437673 -0.062 0.000 0.012
C -3.143207 0.113962 3.714614 -0.061 -0.098 0.035
C -1.854858 -0.366143 1.694974 0.047 0.569 0.578
C 0.235243 -0.995770 -4.318364 0.048 -0.049 -0.123
C -3.677864 0.666849 -0.779450 -0.077 0.142 -0.069
C -1.230833 0.863592 1.874954 -0.079 -0.201 0.233
H 5.515247 4.234522 0.305498 -0.029 0.038 0.012
H 3.169416 4.642870 -3.769297 0.001 -0.018 0.011
H -7.469434 -1.846563 0.430049 -0.014 0.011 -0.014
H -0.033733 2.353691 1.221428 -0.005 0.048 -0.107
H -0.219045 -1.681073 3.337024 -0.050 0.065 0.091
H 2.043512 -1.413034 -5.393046 -0.011 -0.018 0.002
H -3.315011 -1.672110 2.584476 -0.038 0.014 -0.029
H 2.516721 3.295529 -4.733988 0.007 0.018 0.002
H 4.515247 0.018230 -1.593977 -0.019 -0.015 -0.015
H -6.369084 0.318437 -0.273477 0.034 0.014 -0.022
H 2.100050 1.995604 1.586049 -0.015 0.030 -0.007
H 2.862425 -4.044178 -0.325329 -0.039 -0.012 -0.022
H -2.752776 1.968035 4.719788 0.039 0.018 -0.040
H 4.073917 3.111502 -3.895297 -0.026 -0.022 0.020
H 0.837569 1.856184 -1.879397 0.016 -0.062 -0.016
H -0.442615 4.604084 3.963873 -0.009 0.002 0.006
H -2.145519 4.086702 4.024804 0.012 -0.008 -0.018
H -1.379197 -0.497653 -2.971066 0.000 0.001 0.045
H 4.656081 4.241784 -1.997448 -0.032 -0.048 -0.020
H 4.312645 -0.671591 0.038653 -0.017 0.005 -0.014
H -5.984465 -3.868345 0.733102 0.019 0.002 0.018
H -0.407413 -1.128321 -5.179119 -0.012 0.001 0.016
H -0.934782 3.293458 5.062520 0.006 0.001 -0.018
H 4.195558 -1.732111 -1.376334 -0.071 -0.002 0.024
H 3.498439 -1.126883 -3.438282 -0.007 0.011 0.033
H 0.272055 -4.724628 -1.511656 -0.144 -0.011 0.015
H -3.905508 -0.181576 4.426631 0.024 -0.028 0.001
H 0.705531 -3.270779 -2.409260 -0.046 0.033 -0.049
H 3.153780 -2.841087 2.094854 -0.046 -0.009 0.072
H 0.897738 -0.367961 2.956970 -0.081 0.105 0.044
H -0.840342 -3.365487 -1.545359 0.003 -0.098 -0.144
H 1.487226 -1.811658 3.777153 0.022 -0.009 -0.034
H 4.217054 3.132022 2.103490 0.000 -0.044 -0.008
```
Forces are in eV/Å.

Entry 4:
The following is a quantum chemistry calculation of one molecule with the formula C5H11NO at a distorted geometry, from OMol25.

Values from the calculation:
energy relative to the best compared isomer or geometry (same formula, charge and spin)	372.4	kJ/mol
LUMO level	0.96	eV
F_max	1.6	eV/Å
orbital gap	7.1	eV

```
18
Properties=species:S:1:pos:R:3:forces:R:3
O -0.235267 -1.413206 -1.636934 1.228 0.915 -0.476
N -0.230775 -0.457664 0.465026 0.153 0.166 -0.216
C -0.678626 0.716192 0.008150 -0.167 -0.111 0.043
C -0.673273 1.961343 0.825240 -0.065 0.213 0.224
C 0.032838 -1.521770 -0.302038 -0.026 0.010 0.026
C 0.794329 -0.641988 -2.369569 0.055 -0.219 -0.248
C 0.117126 -0.592056 1.879530 0.019 0.023 0.182
H 0.968403 0.050828 2.117156 -0.139 -0.076 -0.059
H -1.289630 1.909950 1.734836 0.050 0.014 -0.097
H 0.107544 -2.500187 0.150791 -0.049 0.082 -0.123
H 0.330321 2.282799 1.147873 -0.113 -0.069 -0.083
H 0.605920 -0.825524 -3.429747 -0.112 -0.079 0.184
H 1.819017 -0.986194 -2.146779 -0.554 -0.187 0.176
H 0.388130 -1.628065 2.086098 -0.046 0.154 -0.079
H -0.735717 -0.302834 2.496745 0.098 -0.021 -0.103
H -1.049669 0.710659 -1.005846 0.141 0.020 0.126
H 0.811524 0.463059 -2.238609 -0.546 -0.715 0.413
H -1.082194 2.774657 0.218076 0.070 -0.121 0.111
```
Forces are in eV/Å.